116
Properties=species:S:1:pos:R:3:forces:R:3 method="wB97M-V/def2-TZVPD" orbital_gap_ev=7.0 relative_energy_ev=0.0000
Rb -0.120 2.238 2.273 1.23 -2.30 -1.26
C -4.423 0.491 -0.382 -0.02 -0.02 -0.02
C -3.211 -0.353 -0.584 -0.06 -0.18 -0.02
C -3.282 -1.700 -0.718 0.09 0.18 0.00
C -2.090 -2.460 -0.876 -0.06 -0.01 0.02
N -0.935 -1.880 -0.908 0.19 -0.23 -0.07
N -0.839 -0.545 -0.813 -0.72 0.23 0.10
B 0.610 -0.064 -0.785 0.06 0.11 -0.29
N 0.885 1.113 -1.709 0.28 0.30 -0.07
N 0.111 0.983 -2.800 -0.20 -0.20 -0.22
C 0.139 1.877 -3.730 -0.04 -0.03 0.07
C 0.944 3.041 -3.585 0.13 0.00 0.16
C 1.765 3.170 -2.514 -0.17 0.10 -0.26
C 2.603 4.385 -2.299 -0.01 0.01 -0.01
C 1.823 2.090 -1.556 -0.11 -0.20 0.18
S 2.976 2.033 -0.350 0.15 0.09 0.04
C -0.734 1.651 -4.954 -0.01 -0.06 0.00
C 0.180 1.512 -6.180 -0.06 0.01 0.05
C -1.675 2.851 -5.126 0.05 -0.05 0.05
C -1.568 0.377 -4.796 0.09 0.12 0.04
N 1.610 -1.219 -1.090 0.52 -0.11 0.63
N 2.064 -1.749 -2.199 -0.09 0.00 -0.37
C 3.034 -2.625 -2.083 -0.11 0.02 0.03
C 3.521 -3.012 -0.806 -0.14 0.05 0.08
C 3.051 -2.435 0.343 0.12 -0.18 0.05
C 3.501 -2.780 1.724 -0.02 0.10 -0.02
C 2.073 -1.445 0.142 -0.07 0.05 -0.52
S 1.271 -0.286 1.104 -0.01 -0.31 0.15
C 3.609 -3.214 -3.362 0.03 -0.01 -0.09
C 3.295 -4.715 -3.410 -0.01 0.07 0.04
C 5.130 -3.003 -3.362 -0.06 0.01 0.01
C 3.015 -2.528 -4.596 0.01 -0.02 0.19
C -1.912 0.288 -0.620 0.26 -0.28 -0.18
S -1.754 1.940 -0.455 -0.04 0.08 -0.01
C -2.126 -3.970 -1.056 0.06 -0.08 -0.05
C -2.693 -4.262 -2.454 0.03 0.02 0.08
C -0.719 -4.567 -0.950 -0.10 0.11 0.00
C -3.026 -4.611 0.007 0.02 0.06 -0.06
H -5.329 -0.115 -0.407 0.03 -0.02 0.01
H -4.478 1.262 -1.152 0.00 0.03 0.02
H -4.355 1.013 0.574 -0.02 0.04 -0.01
H -4.244 -2.195 -0.692 0.00 0.00 -0.01
H 0.901 3.828 -4.328 0.00 0.00 -0.01
H 2.514 5.067 -3.144 -0.03 0.00 0.01
H 3.647 4.114 -2.154 0.01 0.00 0.01
H 2.274 4.893 -1.389 0.05 0.00 0.01
H 0.800 2.400 -6.317 0.00 -0.01 -0.03
H -0.421 1.371 -7.080 0.02 0.01 -0.01
H 0.837 0.647 -6.065 0.01 0.01 -0.02
H -1.122 3.772 -5.317 -0.03 0.01 -0.01
H -2.275 2.990 -4.225 -0.02 0.03 -0.02
H -2.347 2.680 -5.969 0.01 0.01 -0.01
H -0.922 -0.490 -4.654 -0.03 -0.04 0.01
H -2.178 0.225 -5.688 0.01 0.02 0.00
H -2.222 0.456 -3.926 -0.02 -0.05 0.00
H 4.284 -3.778 -0.743 0.01 0.02 0.01
H 4.154 -3.651 1.720 0.02 0.01 0.02
H 2.633 -2.981 2.356 0.02 -0.03 0.02
H 4.031 -1.935 2.169 0.01 -0.02 0.00
H 3.757 -5.247 -2.576 -0.02 -0.03 -0.01
H 3.679 -5.142 -4.338 0.01 -0.02 0.02
H 2.217 -4.885 -3.374 0.00 -0.02 -0.01
H 5.615 -3.538 -2.544 0.03 0.01 -0.02
H 5.371 -1.942 -3.271 0.03 -0.01 -0.01
H 5.549 -3.370 -4.300 0.02 -0.02 0.01
H 1.932 -2.644 -4.625 -0.02 0.02 -0.04
H 3.444 -2.967 -5.498 0.01 -0.02 0.03
H 3.238 -1.461 -4.585 -0.04 0.01 -0.04
H -2.056 -3.822 -3.223 -0.01 -0.01 -0.02
H -3.699 -3.850 -2.563 0.00 -0.01 -0.03
H -2.746 -5.340 -2.618 -0.02 0.01 -0.01
H -0.052 -4.122 -1.687 0.04 -0.02 0.00
H -0.768 -5.645 -1.120 -0.01 0.00 0.02
H -0.295 -4.387 0.040 0.03 -0.01 -0.01
H -4.069 -4.312 -0.113 0.00 -0.02 0.03
H -2.705 -4.333 1.013 0.00 -0.02 0.03
H -2.980 -5.697 -0.085 -0.02 0.00 0.02
C -0.751 6.726 4.530 -0.03 -0.04 0.02
C -0.485 5.314 4.021 -0.26 0.03 -0.35
O 0.082 4.468 5.029 0.06 -0.09 0.03
P -2.050 4.513 3.501 -1.05 0.28 0.46
O -3.128 5.056 4.559 -0.02 -0.11 -0.09
O -2.530 5.198 2.159 0.44 0.03 0.03
O -2.048 3.032 3.484 -0.85 0.59 0.74
P 0.581 5.392 2.475 0.61 0.46 -0.12
O 1.895 4.578 3.073 -0.27 0.28 -0.35
O 0.993 6.766 2.130 -0.02 0.05 0.16
O -0.097 4.519 1.452 -0.09 1.25 -0.33
H -1.347 6.696 5.441 0.01 -0.03 0.01
H -1.287 7.290 3.766 0.04 0.07 0.05
H 0.195 7.233 4.715 0.01 0.00 -0.02
H 1.040 4.593 4.979 0.03 -0.02 -0.04
H -3.833 4.396 4.638 0.11 0.16 0.08
H -1.798 5.047 1.500 -0.19 0.04 0.08
H 2.653 5.035 2.674 0.02 -0.20 0.20
O 0.855 1.553 4.534 0.12 -0.14 0.81
C 0.762 0.628 5.606 -0.01 -0.12 0.20
C -0.622 0.605 6.242 0.03 0.03 -0.28
C -1.727 0.196 5.257 0.06 -0.08 0.06
C -1.489 -1.162 4.660 0.00 -0.05 0.03
C -1.565 -2.318 5.439 0.01 -0.07 -0.04
C -1.315 -3.546 4.855 0.00 0.02 -0.01
C -0.988 -3.590 3.506 -0.02 0.00 0.00
C -0.927 -2.394 2.810 -0.01 -0.13 0.02
N -1.170 -1.208 3.365 0.01 0.13 -0.03
H 0.431 2.379 4.816 0.10 0.12 0.17
H 1.509 0.847 6.379 0.02 0.03 -0.07
H 1.000 -0.351 5.184 0.03 0.02 0.00
H -0.849 1.605 6.625 -0.01 -0.04 0.08
H -0.597 -0.080 7.094 -0.01 0.02 0.04
H -1.785 0.911 4.441 -0.10 0.09 0.08
H -2.685 0.199 5.783 -0.02 0.04 -0.04
H -1.820 -2.248 6.489 -0.01 0.02 -0.01
H -1.375 -4.457 5.437 0.00 0.01 0.01
H -0.788 -4.531 3.009 0.01 0.02 -0.02
H -0.662 -2.376 1.757 -0.02 -0.01 0.01


18
Properties=species:S:1:pos:R:3:forces:R:3 method="wB97M-V/def2-TZVPD" orbital_gap_ev=10.5 relative_energy_ev=2.5489 smiles="CC(C)NC=O.O"
C -0.996 -0.647 1.378 3.44 3.03 -8.72
N -1.237 -1.147 0.020 -0.06 0.40 2.44
C 1.085 -1.164 -0.925 -3.44 0.53 -5.26
C -0.420 -0.654 -1.151 -0.71 -3.73 -0.66
C -0.603 0.757 -1.485 -1.97 2.90 -2.20
O -0.226 0.329 1.343 -1.31 -1.53 2.00
H -1.457 -1.014 2.185 -1.93 -1.76 3.03
H -1.686 -2.033 -0.180 -0.04 0.24 0.56
H 1.460 -0.839 -0.083 1.69 1.66 4.58
H 1.687 -0.700 -1.728 -0.09 -0.79 0.13
H 0.997 -2.227 -0.940 0.51 -0.74 -0.26
H -0.880 -1.232 -2.009 0.71 0.02 0.91
H -1.684 1.247 -1.611 1.92 -1.50 1.51
H 0.047 1.107 -0.757 0.49 2.60 1.30
H -0.280 1.185 -2.476 0.64 -1.45 0.67
H 0.915 2.280 1.043 1.16 -0.29 -0.12
H 1.940 1.198 1.321 -0.08 0.36 -0.14
O 1.876 2.083 0.931 -0.92 0.06 0.25


15
Properties=species:S:1:pos:R:3:forces:R:3 method="wB97M-V/def2-TZVPD" orbital_gap_ev=9.8 relative_energy_ev=6.8455
C 0.438 1.102 0.968 -0.93 2.51 6.93
C -1.590 -0.177 -0.964 -0.79 3.20 -1.40
C 0.340 -1.622 -0.201 1.12 -1.57 -1.65
H 0.800 2.308 2.333 0.04 0.21 1.76
H -0.192 0.195 1.690 1.79 3.16 -1.84
H 1.550 0.771 -0.437 -2.92 -0.49 -1.14
H -2.563 -1.055 -0.789 3.64 2.81 -0.57
H -0.945 1.834 -1.596 -3.07 -3.76 0.94
H -0.055 -2.303 -1.379 1.28 0.93 4.19
H 1.574 -2.834 0.524 -0.29 1.22 0.72
N 1.019 2.225 1.381 -1.74 -3.73 -2.54
N 0.436 0.766 -0.315 5.36 0.79 -0.84
N -0.198 -0.382 -0.511 -2.67 -2.95 -1.03
N -1.850 1.033 -1.465 1.69 -1.55 0.66
N 1.237 -1.860 0.762 -2.51 -0.79 -4.20


79
Properties=species:S:1:pos:R:3:forces:R:3 method="wB97M-V/def2-TZVPD" orbital_gap_ev="7.0 / 7.0" spin_multiplicity=2
Mn -1.539 -2.320 0.821 -0.82 0.56 0.45
S -2.638 -0.467 -0.799 0.33 -0.22 0.37
C -3.930 -1.259 0.025 -0.21 0.09 -0.04
C -5.293 -0.919 -0.056 0.14 0.02 -0.07
C -6.207 -1.629 0.684 -0.01 -0.08 0.07
C -5.779 -2.675 1.510 -0.02 0.07 -0.06
C -4.434 -2.955 1.545 -0.07 0.05 -0.08
N -3.545 -2.270 0.817 0.07 -0.24 0.17
H -5.585 -0.101 -0.699 -0.03 0.00 0.01
H -7.259 -1.375 0.633 0.00 0.00 -0.01
H -6.472 -3.251 2.106 -0.02 0.01 0.00
H -4.033 -3.747 2.165 0.02 0.01 0.01
C 3.270 -0.538 -5.017 -0.01 -0.02 0.00
C 2.539 -1.233 -3.900 -0.02 -0.06 0.00
C 1.900 -0.478 -2.926 -0.01 0.10 -0.14
C 1.205 -1.045 -1.862 0.00 0.02 0.03
C 1.163 -2.445 -1.783 0.03 -0.08 -0.06
C 1.798 -3.202 -2.764 -0.01 0.02 0.04
C 2.478 -2.615 -3.814 -0.01 0.04 0.01
S 0.350 -3.405 -0.526 0.04 -0.20 -0.18
O 0.459 -2.638 0.744 0.37 0.12 -0.25
O 0.973 -4.690 -0.533 0.08 0.01 0.00
O -1.101 -3.400 -0.845 0.16 -0.20 -0.22
H 2.619 0.175 -5.524 0.00 0.01 0.00
H 3.631 -1.254 -5.753 0.00 0.00 0.00
H 4.130 0.015 -4.636 0.01 0.01 0.01
H 1.941 0.600 -3.030 -0.01 -0.20 -0.03
H -0.113 -0.641 -0.296 -0.04 0.05 -0.09
H 1.759 -4.277 -2.672 0.00 -0.01 0.01
H 2.961 -3.234 -4.559 0.00 0.00 -0.01
N 0.572 -0.204 -0.914 0.03 -0.03 0.07
P 0.875 1.392 -0.647 0.03 -0.01 -0.02
C 2.518 1.637 0.033 -0.02 -0.05 0.05
C 3.641 1.109 -0.608 0.06 -0.03 -0.11
C 4.890 1.234 -0.028 0.01 0.02 0.04
C 5.028 1.879 1.196 0.00 -0.01 -0.01
C 3.916 2.397 1.839 0.00 0.00 0.00
C 2.660 2.276 1.264 0.03 0.00 0.00
C 0.699 2.297 -2.183 -0.02 0.11 0.08
C -0.496 2.119 -2.880 0.01 -0.01 -0.02
C -0.708 2.830 -4.049 0.01 -0.01 0.00
C 0.263 3.711 -4.513 -0.01 0.00 -0.01
C 1.449 3.886 -3.815 0.02 -0.03 0.00
C 1.673 3.175 -2.644 -0.04 0.07 0.02
C -0.325 2.092 0.471 0.03 0.16 -0.07
C -0.626 3.451 0.302 -0.04 -0.10 -0.05
C -1.501 4.069 1.174 -0.06 -0.03 0.08
C -2.085 3.337 2.206 0.02 0.10 -0.07
C -1.780 1.999 2.373 0.04 -0.09 0.01
C -0.888 1.372 1.514 0.12 0.01 0.07
H 3.545 0.586 -1.553 0.05 0.08 0.14
H 5.756 0.818 -0.525 0.01 0.00 0.00
H 6.006 1.965 1.652 0.00 0.01 0.00
H 4.018 2.886 2.798 0.01 0.00 0.00
H 1.795 2.664 1.784 -0.03 0.00 -0.01
H -1.248 1.429 -2.511 -0.01 0.00 0.00
H -1.630 2.697 -4.597 0.00 0.00 0.00
H 0.091 4.266 -5.426 0.00 0.00 -0.01
H 2.200 4.573 -4.182 0.00 0.00 0.00
H 2.597 3.302 -2.093 0.00 0.02 -0.01
H -0.195 4.019 -0.512 0.01 -0.02 0.00
H -1.739 5.116 1.042 0.00 0.00 0.01
H -2.779 3.820 2.881 0.00 0.01 -0.01
H -2.227 1.420 3.170 0.02 -0.02 -0.03
H -0.648 0.335 1.694 -0.08 -0.15 -0.01
C -1.930 -1.690 4.873 -0.04 0.02 -0.05
C -0.964 -1.883 3.697 -0.05 -0.22 -0.04
O -1.517 -1.405 2.552 -0.01 0.17 -0.05
C -0.604 -3.418 3.589 0.15 0.04 0.17
F 0.691 -3.677 3.403 -0.05 0.01 -0.03
F -0.988 -4.123 4.668 0.03 0.03 -0.04
F -1.265 -3.979 2.537 -0.11 0.04 -0.08
C 0.336 -1.108 4.031 -0.03 0.01 0.11
F 0.971 -1.616 5.108 -0.01 0.06 -0.06
F 1.210 -1.066 3.022 -0.02 0.02 -0.01
F 0.037 0.177 4.331 0.03 -0.04 -0.03
H -2.812 -2.305 4.705 -0.01 0.00 0.00
H -2.236 -0.646 4.872 0.00 -0.02 0.02
H -1.492 -1.945 5.836 0.00 -0.01 0.02


115
Properties=species:S:1:pos:R:3:forces:R:3 method="wB97M-V/def2-TZVPD" charge=+1 orbital_gap_ev=7.0 relative_energy_ev=5.3232
Bi 1.037 1.373 -0.428 -0.05 -0.19 0.61
C -6.095 0.217 -0.590 -0.01 -0.07 -0.01
C -5.913 0.681 0.706 0.01 0.00 0.07
C -4.726 1.300 1.061 0.08 -0.09 -0.04
C -3.713 1.490 0.118 0.23 -0.28 0.28
C -3.894 0.997 -1.173 -0.01 -0.02 0.09
C -5.081 0.369 -1.522 0.00 -0.03 -0.03
P -2.124 2.257 0.650 -0.36 0.36 -0.29
C -2.730 3.778 1.492 0.18 -0.17 0.09
C -1.801 4.435 2.298 -0.03 -0.05 0.00
C -2.124 5.627 2.930 0.02 0.04 -0.02
C -3.390 6.168 2.770 0.02 0.03 0.03
C -4.327 5.516 1.981 -0.05 0.01 -0.03
C -4.003 4.328 1.345 0.06 0.05 0.09
C -1.659 2.967 -0.985 0.30 -0.15 -0.08
C -2.490 3.910 -1.591 0.20 -0.03 -0.02
C -2.214 4.392 -2.856 -0.14 0.04 0.03
C -1.112 3.910 -3.540 0.13 0.04 -0.08
C -0.272 2.990 -2.939 0.06 -0.16 -0.03
C -0.518 2.492 -1.658 -0.42 0.11 0.07
H -7.016 -0.277 -0.868 -0.02 0.03 0.00
H -6.696 0.563 1.444 -0.01 -0.02 -0.01
H -4.586 1.652 2.076 -0.04 0.00 0.00
H -3.106 1.099 -1.908 -0.02 0.03 -0.04
H -5.214 0.000 -2.531 0.01 -0.01 -0.01
H -0.815 4.003 2.432 0.01 0.02 0.02
H -1.392 6.132 3.546 0.01 -0.02 0.01
H -3.649 7.095 3.263 -0.01 0.01 0.00
H -5.316 5.935 1.855 0.00 0.00 0.02
H -4.749 3.830 0.741 -0.01 0.00 -0.03
H -3.356 4.277 -1.059 -0.04 0.01 -0.01
H -2.859 5.137 -3.303 -0.01 -0.01 -0.04
H -0.888 4.264 -4.539 -0.01 0.03 -0.02
H 0.589 2.656 -3.499 -0.14 0.08 -0.01
N 5.605 -0.078 1.280 0.17 -0.13 0.05
C 4.486 0.686 1.191 -0.31 0.27 -0.36
O 4.219 1.301 0.153 -0.08 -0.30 -0.29
C 3.630 0.699 2.383 -0.21 0.05 -0.13
I 3.056 -1.521 3.022 0.62 -0.34 0.21
H 6.191 -0.213 0.474 -0.04 0.10 0.00
H 5.764 -0.656 2.086 0.13 0.03 0.01
H 2.765 1.343 2.262 0.08 0.13 -0.05
H 4.213 0.992 3.256 -0.13 -0.16 0.18
N 0.169 -0.477 -0.139 0.23 0.00 0.29
P 0.474 -1.553 0.954 0.48 -0.66 0.39
N -0.939 -2.335 1.342 0.03 0.44 0.05
C -2.209 -1.820 0.835 -0.19 -0.13 -0.34
C -3.118 -2.972 0.427 0.00 0.04 0.27
C -3.367 -3.888 1.622 0.13 -0.14 -0.21
C -2.028 -4.385 2.158 -0.13 0.19 0.08
C -1.133 -3.196 2.501 -0.01 -0.29 -0.10
N 1.594 -2.761 0.514 -0.38 0.47 -0.40
C 1.121 -4.121 0.229 -0.37 -0.04 0.14
C 0.400 -4.204 -1.114 0.31 -0.02 0.00
C 1.379 -3.819 -2.221 -0.14 0.18 0.04
C 1.938 -2.425 -1.941 0.13 -0.23 0.09
C 2.537 -2.337 -0.534 -0.06 0.12 -0.11
N 1.150 -1.098 2.468 -0.33 0.00 -0.58
C 2.172 -3.230 4.065 -0.27 -0.01 0.22
C 1.535 -2.749 5.370 -0.14 0.10 -0.23
C 0.363 -1.759 5.274 0.12 0.02 0.04
C 0.706 -0.344 4.778 -0.21 -0.15 -0.08
C 0.437 -0.129 3.291 0.08 0.33 0.21
H -1.987 -1.177 -0.007 -0.13 0.15 -0.06
H -2.710 -1.224 1.612 0.04 0.05 0.00
H -2.639 -3.543 -0.373 -0.04 0.03 -0.05
H -4.057 -2.574 0.048 -0.09 0.08 -0.10
H -3.993 -4.733 1.329 -0.07 0.02 0.07
H -3.891 -3.333 2.407 -0.05 -0.02 -0.01
H -1.546 -5.011 1.401 0.02 -0.04 0.05
H -2.173 -4.984 3.060 0.05 -0.06 -0.03
H -0.171 -3.541 2.864 -0.09 0.08 0.06
H -1.623 -2.629 3.305 0.03 -0.01 -0.11
H 0.474 -4.450 1.041 0.11 -0.06 -0.06
H 1.996 -4.779 0.213 0.00 0.04 0.08
H -0.430 -3.492 -1.099 -0.08 -0.10 -0.04
H 0.002 -5.208 -1.272 -0.04 0.01 0.02
H 0.882 -3.833 -3.193 0.05 -0.06 -0.04
H 2.201 -4.541 -2.255 -0.03 -0.06 -0.04
H 1.132 -1.691 -2.005 -0.05 0.02 -0.04
H 2.711 -2.173 -2.670 -0.48 -0.13 0.19
H 2.841 -1.307 -0.337 0.20 0.04 0.06
H 3.428 -2.972 -0.457 -0.01 0.05 0.03
H 3.022 -3.874 4.304 0.13 0.09 -0.14
H 1.492 -3.788 3.429 0.09 0.01 -0.05
H 2.313 -2.284 5.984 0.02 -0.11 0.08
H 1.168 -3.625 5.913 0.13 -0.01 0.06
H -0.053 -1.678 6.280 -0.02 0.00 -0.01
H -0.422 -2.181 4.646 0.07 0.08 0.18
H 1.760 -0.128 4.973 -0.05 0.14 0.16
H 0.127 0.395 5.335 0.01 0.03 -0.05
H 0.700 0.904 3.022 -0.06 -0.06 -0.01
H -0.634 -0.244 3.085 0.02 -0.03 -0.03
C 4.397 -1.187 -3.861 0.09 0.10 0.05
C 4.147 0.297 -3.647 -0.11 -0.27 0.43
As 2.406 0.888 -2.880 0.53 0.32 -1.05
C 1.200 0.376 -4.381 -0.08 0.00 0.23
C 1.403 1.000 -5.757 0.12 0.04 0.15
C 2.942 2.799 -2.915 -0.10 0.11 -0.11
C 2.998 3.539 -4.248 -0.01 -0.07 0.04
H 5.404 -1.334 -4.253 -0.01 0.03 -0.04
H 3.699 -1.613 -4.583 -0.01 -0.08 0.05
H 4.320 -1.740 -2.923 0.31 0.09 -0.22
H 4.215 0.825 -4.600 -0.10 0.12 0.10
H 4.894 0.713 -2.975 0.04 0.08 0.06
H 0.177 0.535 -4.038 0.05 -0.06 0.06
H 1.341 -0.705 -4.452 0.04 -0.02 0.14
H 1.114 2.049 -5.771 0.05 0.00 -0.04
H 0.782 0.478 -6.485 0.01 -0.01 0.01
H 2.439 0.916 -6.087 -0.01 0.06 -0.06
H 3.935 2.766 -2.464 -0.01 -0.07 0.10
H 2.307 3.352 -2.221 0.03 -0.05 -0.01
H 3.593 3.006 -4.990 0.00 0.02 -0.02
H 3.451 4.519 -4.098 0.03 0.00 -0.01
H 2.004 3.702 -4.660 0.03 0.02 -0.03


What did the third record say?
15
Properties=species:S:1:pos:R:3:forces:R:3 method="wB97M-V/def2-TZVPD" orbital_gap_ev=9.8 relative_energy_ev=6.8455
C 0.438 1.102 0.968 -0.93 2.51 6.93
C -1.590 -0.177 -0.964 -0.79 3.20 -1.40
C 0.340 -1.622 -0.201 1.12 -1.57 -1.65
H 0.800 2.308 2.333 0.04 0.21 1.76
H -0.192 0.195 1.690 1.79 3.16 -1.84
H 1.550 0.771 -0.437 -2.92 -0.49 -1.14
H -2.563 -1.055 -0.789 3.64 2.81 -0.57
H -0.945 1.834 -1.596 -3.07 -3.76 0.94
H -0.055 -2.303 -1.379 1.28 0.93 4.19
H 1.574 -2.834 0.524 -0.29 1.22 0.72
N 1.019 2.225 1.381 -1.74 -3.73 -2.54
N 0.436 0.766 -0.315 5.36 0.79 -0.84
N -0.198 -0.382 -0.511 -2.67 -2.95 -1.03
N -1.850 1.033 -1.465 1.69 -1.55 0.66
N 1.237 -1.860 0.762 -2.51 -0.79 -4.20